{
  "formula": "C24H31BiF9N2O5",
  "method": "ωB97M-V/def2-TZVPD",
  "relative_energy_kcal_mol": 12.23,
  "homo_lumo_gap_ev": 7.319,
  "total_charge": -1,
  "species": ["Bi", "C", "C", "O", "C", "C", "C", "N", "N", "C", "O", "C", "C", "C", "C", "C", "C", "H", "H", "H", "H", "H", "H", "H", "H", "H", "H", "H", "H", "C", "O", "C", "C", "O", "C", "H", "H", "H", "H", "H", "H", "H", "H", "H", "H", "F", "C", "F", "F", "C", "O", "C", "F", "F", "F", "C", "F", "F", "F", "C", "C", "C", "C", "H", "H", "H", "H", "H", "H", "H", "H", "H"],
  "positions_angstrom": [[0.70974, -0.39283, 0.19971], [4.95537, 0.41620, 1.46240], [3.59088, 0.69563, 0.86897], [3.01560, -0.30791, 0.30891], [3.08629, 1.97420, 0.94713], [2.04417, 2.47918, 0.11104], [2.08159, 3.94174, -0.23167], [1.15412, 1.72076, -0.46227], [0.51499, 2.28351, -1.56677], [0.13934, 1.34715, -2.40867], [0.23122, 0.09641, -2.24239], [-0.46240, 1.85361, -3.69022], [-0.68361, 3.20755, -3.92621], [-1.24662, 3.62695, -5.12110], [-1.59122, 2.69960, -6.09789], [-1.37184, 1.34920, -5.86703], [-0.81038, 0.93026, -4.66783], [5.12098, -0.65801, 1.50598], [5.02663, 0.83192, 2.46873], [5.73964, 0.87231, 0.85592], [3.68641, 2.70798, 1.46865], [2.66354, 4.48088, 0.51506], [1.07149, 4.34061, -0.29940], [2.54284, 4.08099, -1.21078], [-0.41144, 3.91759, -3.15785], [-1.42388, 4.68226, -5.29118], [-2.03242, 3.02961, -7.03073], [-1.64303, 0.61929, -6.62048], [-0.64309, -0.11742, -4.45721], [2.69465, -3.48172, -0.40558], [1.67100, -3.67086, 0.55072], [0.72225, -4.62890, 0.15062], [-0.52212, -4.46079, 0.99608], [-1.13080, -3.20297, 0.84733], [-1.80979, -3.03909, -0.38692], [3.30859, -4.38487, -0.51244], [3.30710, -2.65064, -0.06507], [2.27045, -3.22439, -1.38289], [1.11619, -5.64814, 0.28612], [0.48691, -4.50635, -0.91414], [-0.25090, -4.55010, 2.05014], [-1.22939, -5.26710, 0.74962], [-2.61973, -3.77315, -0.47876], [-1.13540, -3.14108, -1.24291], [-2.20847, -2.02920, -0.38943], [-3.46187, 2.99911, 1.34169], [-2.55009, 2.01852, 1.46388], [-1.34371, 2.58051, 1.38820], [-2.68213, 1.52809, 2.70689], [-2.69751, 0.88338, 0.39850], [-1.62034, 0.10502, 0.36584], [-3.94854, 0.01440, 0.78493], [-5.01013, 0.73515, 1.18154], [-3.66758, -0.83750, 1.77129], [-4.34278, -0.72747, -0.26707], [-3.02732, 1.55592, -0.98146], [-4.33198, 1.87004, -1.10887], [-2.71689, 0.73786, -1.98320], [-2.35213, 2.69443, -1.14530], [-1.07237, -1.20588, 3.47350], [0.43751, -1.14445, 3.32413], [1.10524, -1.08023, 4.70041], [0.91106, 0.02751, 2.45798], [-1.37356, -2.09295, 4.03772], [-1.56549, -1.23367, 2.50509], [-1.43248, -0.32304, 4.00931], [0.76572, -2.08031, 2.84995], [0.81887, -0.15653, 5.21182], [2.19423, -1.09362, 4.61763], [0.80088, -1.92170, 5.33045], [1.98681, 0.12411, 2.59605], [0.45115, 0.97346, 2.75377]],
  "forces_ev_per_a": [[-0.4886, -0.3962, 0.1997], [-0.0101, 0.0185, 0.0314], [0.0169, -0.1051, -0.0203], [0.1536, 0.0907, -0.0030], [0.0165, 0.0538, 0.0180], [0.0435, 0.0126, 0.0370], [0.0051, 0.0161, 0.0090], [0.1778, 0.1680, -0.0016], [0.0639, -0.2665, 0.0756], [-0.2384, 0.1579, -0.0984], [0.1112, 0.0275, -0.1724], [0.0193, -0.0248, -0.0236], [0.0295, -0.0141, -0.0030], [-0.0106, 0.0039, -0.0094], [0.0042, 0.0020, 0.0206], [0.0272, -0.0050, 0.0222], [-0.0535, 0.0122, -0.0456], [-0.0028, -0.0131, 0.0087], [0.0091, 0.0198, -0.0019], [0.0052, -0.0126, -0.0152], [-0.0002, 0.0111, -0.0047], [0.0068, 0.0075, -0.0082], [-0.0019, 0.0073, 0.0121], [0.0035, -0.0026, -0.0102], [-0.0091, 0.0077, 0.0259], [0.0051, 0.0044, -0.0051], [-0.0057, 0.0011, -0.0023], [-0.0007, -0.0017, -0.0032], [0.0038, -0.0062, 0.0006], [0.0223, -0.0302, 0.0504], [0.0594, 0.0569, -0.0372], [0.0120, -0.0066, 0.0174], [-0.0038, 0.0061, 0.0038], [-0.0152, -0.0187, -0.0647], [0.0296, 0.0066, 0.0608], [-0.0018, -0.0171, -0.0061], [0.0194, -0.0065, -0.0050], [0.0022, 0.0067, -0.0159], [-0.0014, 0.0062, -0.0197], [0.0036, 0.0046, 0.0038], [-0.0048, 0.0199, -0.0010], [-0.0016, 0.0006, 0.0129], [-0.0150, -0.0023, -0.0057], [-0.0029, 0.0085, -0.0153], [-0.0017, -0.0237, -0.0268], [-0.1023, 0.1271, -0.0507], [0.0272, -0.0696, -0.0316], [0.0737, 0.0384, -0.0100], [0.0255, -0.0569, 0.0905], [-0.0855, -0.0054, 0.1922], [0.2403, -0.0227, -0.1363], [0.1012, 0.0148, -0.0320], [-0.1320, 0.0669, 0.0599], [-0.0287, -0.0278, 0.0011], [-0.0236, -0.0468, -0.0335], [0.0732, -0.0708, 0.0365], [-0.2109, 0.0320, -0.0326], [-0.0484, -0.0244, -0.0037], [0.1376, 0.1207, -0.0522], [-0.0607, 0.0391, -0.0295], [0.1256, -0.0328, -0.0675], [-0.0409, -0.0314, 0.0146], [-0.0431, 0.0832, -0.0105], [-0.0100, -0.0128, 0.0229], [0.0663, -0.0078, 0.0583], [-0.0147, -0.0002, 0.0014], [0.0151, -0.0095, -0.0231], [0.0042, 0.0057, 0.0050], [0.0072, 0.0022, -0.0155], [-0.0068, -0.0039, 0.0080], [0.0094, 0.1376, 0.0145], [-0.0796, -0.0296, 0.0392]]
}